Entry 1:
{"formula": "C21H14CsOPS4", "method": "ωB97M-V with the def2-TZVPD basis set", "species": ["Cs", "C", "C", "C", "C", "C", "C", "P", "C", "C", "C", "C", "C", "C", "C", "C", "C", "C", "C", "C", "H", "H", "H", "H", "H", "H", "H", "H", "H", "H", "H", "H", "H", "H", "O", "C", "S", "C", "C", "S", "S", "S"], "xyz": [[0.247704, -1.867787, 2.163308], [-2.537174, -1.499050, -2.300752], [-1.175995, -1.446434, -2.571267], [-0.344633, -0.600113, -1.841067], [-0.866160, 0.205164, -0.830791], [-2.232285, 0.126900, -0.555472], [-3.066773, -0.709244, -1.288728], [0.164699, 1.320061, 0.216181], [-0.169302, 2.939343, -0.637066], [-0.789576, 3.080252, -1.874791], [-0.983911, 4.336064, -2.449594], [-0.544733, 5.477103, -1.795145], [0.081277, 5.356178, -0.560617], [0.256452, 4.100022, 0.010463], [1.862430, 0.890626, -0.300126], [2.615089, 1.631641, -1.219748], [3.896704, 1.208205, -1.556241], [4.383316, 0.035344, -0.979250], [3.591384, -0.686496, -0.083734], [2.293122, -0.303127, 0.326763], [-3.177004, -2.177776, -2.852083], [-0.750921, -2.082035, -3.338552], [0.721872, -0.582399, -2.031492], [-2.643845, 0.711529, 0.260438], [-4.119943, -0.770962, -1.044765], [-1.128853, 2.195585, -2.402017], [-1.474480, 4.415759, -3.412711], [-0.691935, 6.454020, -2.240597], [0.427071, 6.239043, -0.035963], [0.733847, 4.014826, 0.981618], [2.214088, 2.534233, -1.674712], [4.499666, 1.775062, -2.256030], [5.382197, -0.310668, -1.233022], [4.028631, -1.600778, 0.319125], [-1.916753, -7.958898, 6.504501], [-1.685396, -6.958615, 5.836748], [-1.911581, -6.841859, 4.100812], [-1.370217, -5.180461, 3.858834], [-0.964842, -4.526809, 4.974664], [-0.361115, -2.874549, 5.151792], [-1.050097, -5.452594, 6.475349], [-1.442011, -4.616307, 2.185736]], "atomic_forces_ev_per_a": [[-0.1, 0.1, -0.1], [0.0, 0.0, 0.0], [0.1, 0.1, 0.1], [-0.1, -0.1, -0.1], [0.0, 0.0, 0.0], [-0.1, -0.1, -0.1], [0.1, 0.1, 0.1], [0.0, 0.2, -0.1], [0.1, -0.1, 0.0], [-0.1, 0.1, -0.2], [0.1, -0.2, 0.1], [0.0, 0.0, 0.0], [0.0, -0.2, 0.1], [0.0, 0.2, 0.0], [0.2, 0.0, -0.1], [0.0, 0.0, 0.0], [-0.1, -0.1, 0.2], [-0.2, 0.1, 0.0], [0.0, 0.1, -0.1], [0.4, 0.3, -0.3], [0.0, 0.0, 0.0], [0.0, 0.0, 0.0], [0.0, 0.0, 0.0], [0.0, 0.0, 0.0], [0.0, 0.0, 0.0], [0.0, 0.0, 0.0], [0.0, 0.0, 0.0], [0.0, 0.0, 0.0], [0.0, 0.0, 0.0], [0.0, 0.0, 0.0], [0.0, 0.0, 0.0], [0.0, 0.0, 0.0], [0.0, 0.0, 0.0], [0.0, 0.0, 0.0], [0.0, 0.2, -0.1], [0.1, -0.2, 0.1], [-0.1, -0.1, 0.0], [0.1, 0.4, -0.3], [0.1, 0.4, -0.2], [-0.2, -0.6, 0.5], [0.0, -0.1, 0.1], [-0.2, -0.6, 0.4]], "de_lowest_kj_mol": 2.3, "total_charge": -2, "homo_energy_ev": -0.3, "spin_multiplicity": 1, "lumo_ev": 3.8}

Entry 2:
{"formula": "C3H8N3O", "method": "ωB97M-V with the def2-TZVPD basis set", "species": ["C", "C", "C", "N", "N", "N", "O", "H", "H", "H", "H", "H", "H", "H", "H"], "xyz": [[0.966491, -0.631263, 0.881450], [0.217704, 1.081281, -0.750972], [-1.136136, 0.466789, -1.064239], [0.916920, 0.657395, 0.460565], [-1.019182, -0.923058, -1.170684], [1.780519, -0.991958, 1.787405], [-1.957376, -1.706531, -0.663228], [0.845114, 0.689797, -1.672058], [0.253038, 2.098963, -0.721884], [-1.949933, 0.856004, -0.375280], [-1.501284, 0.839312, -2.041041], [1.099680, 1.345228, 1.130745], [2.518404, -0.392766, 2.379414], [1.751114, -1.978400, 2.187535], [-2.785072, -1.410792, -0.367730]], "atomic_forces_ev_per_a": [[-0.4, 2.9, -1.9], [2.3, -3.8, -2.5], [-2.6, 1.8, 1.3], [-1.4, -3.2, -0.6], [0.3, -1.4, 1.0], [2.6, -1.8, 4.0], [2.9, -1.6, -1.4], [-0.8, 1.1, 1.8], [-0.4, 2.8, -0.3], [0.7, -0.8, -0.2], [0.6, 0.0, 0.0], [0.4, 1.3, 1.1], [-2.1, -1.2, -2.1], [-0.2, 1.7, -0.9], [-2.1, 2.1, 0.8]], "de_lowest_kj_mol": 616.6, "total_charge": 1, "homo_energy_ev": [-12.8, -14.3], "spin_multiplicity": 1, "lumo_ev": [-6.7, -4.4]}

Entry 3:
{"formula": "C15H24N4O4", "method": "ωB97M-V with the def2-TZVPD basis set", "species": ["N", "C", "O", "C", "N", "O", "C", "N", "C", "H", "C", "C", "O", "N", "H", "O", "H", "H", "H", "C", "C", "C", "H", "H", "C", "C", "C", "C", "C", "C", "H", "H", "H", "H", "H", "H", "H", "H", "H", "H", "H", "H", "H", "H", "H", "H", "H"], "xyz": [[-0.133277, -4.233214, -0.258789], [-0.525861, -3.040159, 0.237198], [-1.464515, -2.888953, 0.981994], [0.326086, -1.921037, -0.251644], [1.120069, -2.027210, -1.286758], [1.671394, -0.797585, -1.436471], [1.172176, -0.032111, -0.460236], [0.331370, -0.677111, 0.289351], [1.507935, 1.411128, -0.361886], [1.238805, 1.720264, 0.650645], [3.010328, 1.619695, -0.581011], [3.801737, 0.775223, 0.395786], [3.406889, -0.265552, 0.891060], [5.011634, 1.263281, 0.715314], [5.496795, 2.036591, 0.293805], [5.836397, 0.499810, 1.546312], [5.266723, -0.260707, 1.785682], [3.277030, 1.298201, -1.591892], [3.263986, 2.674362, -0.471993], [0.686543, 2.221741, -1.382990], [-0.791747, 1.829931, -1.440484], [-1.505494, 1.941812, -0.095074], [-1.418296, 2.971416, 0.263070], [-1.023741, 1.284019, 0.628177], [-2.988798, 1.560203, -0.162348], [-3.669291, 1.917667, 1.161459], [-5.147732, 1.543607, 1.147521], [-5.312808, 0.052593, 0.876573], [-4.655025, -0.311773, -0.448879], [-3.176803, 0.066560, -0.437657], [-2.739402, -0.196505, -1.403078], [-2.659926, -0.510946, 0.331171], [-4.754454, -1.383679, -0.630691], [-5.161090, 0.216020, -1.262312], [-6.373098, -0.209646, 0.854492], [-4.839767, -0.517087, 1.678622], [-5.603690, 1.803832, 2.105488], [-5.660328, 2.113425, 0.367960], [-3.561842, 2.988327, 1.354423], [-3.169760, 1.378804, 1.969197], [-3.468411, 2.131073, -0.967503], [-1.287787, 2.478117, -2.167492], [-0.871621, 0.807228, -1.810807], [0.776631, 3.278662, -1.124375], [1.122158, 2.078481, -2.375217], [0.622759, -4.285178, -0.918697], [-0.658906, -5.058806, -0.024434]], "atomic_forces_ev_per_a": [[0.0, -0.3, 0.0], [0.0, -0.6, -0.1], [-0.1, 0.3, 0.1], [0.6, 0.8, -0.6], [-0.5, -1.2, 0.1], [0.2, 0.7, 0.0], [-0.7, -0.5, 0.6], [0.0, 0.4, 0.2], [0.3, 0.2, -0.3], [0.0, -0.1, -0.1], [-0.2, -0.3, 0.1], [0.4, 0.6, -0.2], [0.0, -0.3, 0.2], [0.3, -0.3, 0.4], [-0.1, -0.1, 0.0], [-0.2, 0.1, -0.2], [0.0, 0.2, -0.2], [0.0, 0.1, 0.0], [0.0, 0.0, -0.1], [-0.2, -0.2, 0.0], [0.1, 0.1, 0.2], [-0.2, 0.0, -0.4], [0.0, 0.1, 0.1], [0.0, 0.1, 0.1], [0.3, -0.1, 0.4], [-0.2, 0.2, -0.3], [0.1, -0.2, 0.3], [-0.2, 0.2, -0.3], [0.1, -0.2, 0.2], [-0.2, 0.2, -0.3], [0.1, -0.1, 0.0], [0.1, -0.1, 0.0], [0.0, 0.0, -0.1], [-0.1, 0.0, -0.1], [0.0, -0.1, 0.1], [0.0, -0.1, 0.1], [-0.1, 0.1, 0.0], [-0.1, 0.1, 0.0], [0.1, 0.0, 0.1], [0.1, 0.0, 0.1], [0.0, 0.0, 0.0], [0.0, -0.1, -0.1], [0.0, 0.0, -0.1], [0.1, 0.1, 0.0], [0.1, 0.1, 0.0], [0.0, 0.0, 0.0], [0.0, 0.1, 0.0]], "de_lowest_kj_mol": 1.8, "smiles": "NC(=O)c1noc([C@H](CCCC2CCCCC2)CC(=O)NO)n1", "homo_energy_ev": -9.7, "spin_multiplicity": 1, "lumo_ev": 0.5}

Entry 4:
{"formula": "C5H14B4Cl2CsF4MgN2O4", "method": "ωB97M-V with the def2-TZVPD basis set", "species": ["N", "C", "C", "B", "O", "B", "O", "B", "N", "O", "H", "H", "H", "H", "H", "H", "H", "Mg", "Cl", "C", "C", "Cl", "H", "H", "H", "H", "B", "F", "F", "F", "F", "C", "O", "H", "H", "H", "Cs"], "xyz": [[2.996004, 1.378030, 3.114437], [1.975500, 0.611404, 2.991282], [1.957818, -0.874208, 2.716654], [2.452545, -1.269808, 1.284114], [2.807688, -0.251136, 0.323209], [3.052557, -0.781980, -0.945354], [4.008874, -1.774961, -0.931857], [3.737100, -2.813387, 0.013542], [4.514935, -3.948123, 0.108028], [2.597219, -2.547440, 0.803423], [3.889740, 0.865725, 3.067134], [0.995424, 1.098751, 3.106977], [2.559910, -1.404661, 3.470131], [0.945133, -1.294905, 2.802907], [2.493746, -0.415835, -1.925107], [5.314797, -4.074379, -0.487055], [4.652540, -4.451041, 0.968398], [5.130697, -0.008485, 0.718286], [-0.972184, 0.446317, 0.674708], [-1.168980, -1.014358, -0.361288], [-2.224414, -0.720356, -1.405530], [-3.822008, -0.540391, -0.645336], [-1.458210, -1.841914, 0.281072], [-0.205303, -1.226699, -0.823300], [-2.285900, -1.551370, -2.107334], [-1.993700, 0.189724, -1.950227], [-4.242707, 2.477731, -3.295533], [-3.990419, 3.115218, -2.100969], [-3.531845, 3.324207, -4.321969], [-3.653632, 1.207993, -3.275143], [-5.536766, 2.378909, -3.725229], [-3.639072, 2.735666, 1.596854], [-4.349874, 3.637637, 1.016548], [-4.130692, 1.785644, 1.835905], [-2.915573, 2.390937, 0.726940], [-2.866506, 3.105798, 2.293629], [-3.094439, 2.055747, -5.612949]], "atomic_forces_ev_per_a": [[-0.8, -0.8, 0.0], [0.5, 0.8, 0.2], [0.1, -0.1, -0.1], [0.0, 0.4, -0.6], [-0.5, -0.3, 0.3], [0.1, -0.3, 0.0], [-0.3, -0.5, -0.2], [-0.7, 0.7, -0.4], [0.6, 0.0, 0.3], [0.6, -0.3, 0.8], [-0.2, -0.1, 0.0], [0.3, -0.1, -0.2], [-0.1, 0.1, -0.2], [0.1, 0.1, 0.1], [0.2, 0.1, 0.1], [0.0, 0.1, -0.3], [-0.5, -0.2, 0.1], [0.3, 0.3, 0.2], [0.3, -0.1, 0.1], [-0.3, 0.2, -0.1], [0.1, -0.3, 0.1], [0.0, 0.0, 0.0], [0.0, 0.1, 0.0], [0.0, 0.1, 0.0], [0.0, 0.0, 0.0], [-0.1, 0.0, 0.0], [-0.9, 0.8, 2.5], [-0.3, -0.2, -0.2], [-3.6, 10.0, 10.9], [0.2, -0.2, 0.4], [0.2, 0.2, 0.0], [0.1, 0.0, -0.3], [0.1, -0.1, 0.0], [-0.1, -0.1, 0.1], [-0.2, 0.1, 0.0], [0.1, 0.0, 0.1], [4.7, -10.6, -13.7]], "total_charge": 1, "homo_energy_ev": -9.2, "spin_multiplicity": 1, "lumo_ev": -7.7}

no.,molecular weight (Da)
1,574.49
2,102.12
3,324.38
4,513.53